(1)
# C9H16CsN4O4Te

A molecular structure, C9H16CsN4O4Te (ωB97M-V/def2-TZVPD, the OMol25 dataset).

The geometry in XYZ format:
```
35
Properties=species:S:1:pos:R:3:lowdin_charge:R:1
Cs 1.276 1.754 -2.141 1.40
O 5.093 2.666 -3.322 -0.01
C 3.998 2.801 -2.787 -0.68
O 3.574 2.182 -1.728 -0.49
C 2.939 3.807 -3.466 -0.71
O 3.235 4.319 -4.542 -0.02
O 1.835 3.955 -2.818 -0.47
C 0.446 3.912 3.811 -0.52
Te 0.698 3.196 1.841 1.07
C 2.753 3.686 1.729 -0.45
H 0.716 4.966 3.839 -0.01
H 1.070 3.339 4.494 -0.01
H -0.602 3.798 4.085 -0.02
H 3.285 3.190 2.537 0.00
H 2.860 4.766 1.786 0.00
H 3.116 3.332 0.761 -0.01
C -3.185 -2.840 1.183 -0.07
C -2.432 -3.843 0.313 -0.42
C -1.056 -4.188 0.878 -0.07
C -2.411 -3.493 -1.168 -0.10
N -1.663 -2.276 -1.544 -0.10
C -1.010 -1.339 -0.865 -0.15
N -0.514 -0.465 -1.710 -0.13
N -0.897 -0.903 -2.941 -0.02
N -1.583 -1.979 -2.838 0.04
H -3.318 -3.244 2.188 0.08
H -4.175 -2.623 0.777 0.08
H -2.661 -1.889 1.292 0.07
H -3.019 -4.768 0.321 0.13
H -0.399 -3.321 0.961 0.07
H -0.543 -4.927 0.259 0.08
H -1.156 -4.607 1.881 0.08
H -3.425 -3.357 -1.538 0.12
H -1.959 -4.306 -1.731 0.12
H -0.886 -1.303 0.203 0.12
```

Computed properties:
ΔE to the lowest compared entry with this formula, charge and spin = 52.53 kcal per mole
Kohn-Sham gap = 5.2 eV
Net charge = -1
HOMO = -3.54 eV
Calculated total energy = -31583.26057 eV

(2)
# C5H3Cl2N3O2

2 unconnected molecules or ions with the total composition C5H3Cl2N3O2 (ωB97M-V/def2-TZVPD, the OMol25 dataset).

The geometry in XYZ format:
```
15
Properties=species:S:1:pos:R:3:nbo_charge:R:1
C -0.468 1.144 -0.713 0.11
C -2.235 -0.046 0.093 0.34
C -0.215 -0.794 0.836 -0.06
C 0.413 -1.286 -0.446 -0.25
C 0.437 0.170 -0.233 -0.06
N -1.747 0.957 -0.665 -0.46
N -1.571 -0.721 0.970 -0.42
N 2.224 1.041 0.246 0.60
O 2.801 0.454 1.086 -0.30
O 2.398 2.028 -0.373 -0.32
Cl -3.926 -0.215 0.060 0.06
Cl 1.905 -2.199 -0.350 0.03
H -0.107 2.114 -1.035 0.23
H 0.334 -0.983 1.751 0.25
H -0.243 -1.664 -1.225 0.25
```

Computed properties:
ΔE to the lowest compared entry with this formula, charge and spin = 11.79 kcal per mole
Kohn-Sham gap = 8.9 eV
Net charge = 0
HOMO = -9.72 eV
Calculated total energy = -38837.81329 eV

(3)
# C18H24N6O2S

C18H24N6O2S in the gas phase (ωB97M-V/def2-TZVPD, the OMol25 dataset).

The geometry in XYZ format:
```
51
Properties=species:S:1:pos:R:3:nbo_charge:R:1
C -3.281 0.579 5.948 -0.61
C -3.190 2.092 6.103 -0.38
C -4.057 2.837 5.077 -0.45
C -3.556 2.643 3.695 0.03
N -2.587 3.312 3.180 -0.27
N -2.280 2.970 1.934 -0.30
C -3.024 2.021 1.473 0.20
N -2.909 1.510 0.213 -0.64
C -3.672 0.470 -0.225 0.69
O -4.504 -0.068 0.474 -0.60
C -3.383 0.055 -1.654 -0.49
C -2.055 -0.702 -1.786 -0.49
C -0.855 0.232 -1.802 0.70
O -0.972 1.447 -1.709 -0.67
N 0.357 -0.338 -1.937 -0.42
C 0.613 -1.760 -2.002 -0.22
C 1.936 -2.040 -2.712 -0.22
N 3.032 -1.400 -2.021 -0.42
C 4.330 -1.598 -2.396 0.39
C 4.703 -2.552 -3.359 -0.32
C 6.043 -2.714 -3.639 -0.14
C 6.984 -1.934 -2.977 -0.32
C 6.517 -1.015 -2.057 0.07
N 5.239 -0.847 -1.769 -0.49
C 2.679 -0.252 -1.213 -0.24
C 1.539 0.511 -1.871 -0.23
S -4.225 1.433 2.602 0.38
H -4.312 0.246 6.044 0.20
H -2.686 0.085 6.713 0.21
H -2.911 0.268 4.974 0.21
H -2.155 2.415 5.986 0.21
H -3.523 2.375 7.104 0.20
H -5.087 2.483 5.142 0.21
H -4.031 3.905 5.301 0.24
H -2.180 1.885 -0.400 0.46
H -3.354 0.944 -2.287 0.24
H -4.200 -0.591 -1.975 0.24
H -2.069 -1.260 -2.725 0.23
H -1.949 -1.419 -0.969 0.23
H 0.647 -2.187 -0.991 0.20
H -0.183 -2.261 -2.556 0.22
H 1.867 -1.692 -3.754 0.19
H 2.092 -3.123 -2.724 0.21
H 3.968 -3.145 -3.877 0.21
H 6.355 -3.440 -4.375 0.22
H 8.039 -2.038 -3.175 0.22
H 7.194 -0.369 -1.512 0.19
H 3.567 0.374 -1.124 0.26
H 2.382 -0.573 -0.207 0.19
H 1.279 1.405 -1.301 0.25
H 1.829 0.823 -2.881 0.20
```

Computed properties:
ΔE to the lowest compared entry with this formula, charge and spin = 23.25 kcal per mole
Kohn-Sham gap = 8.6 eV
SMILES = CCCc1nnc(NC(=O)CCC(=O)N2CCN(c3ccccn3)CC2)s1
Net charge = 0
HOMO = -8.25 eV
Calculated total energy = -42927.30528 eV

(4)
# C4H8

2 unconnected molecules or ions with the total composition C4H8 (ωB97M-V/def2-TZVPD, the OMol25 dataset).

The geometry in XYZ format:
```
12
Properties=species:S:1:pos:R:3:nbo_charge:R:1
C -1.346 -4.138 3.505 -0.39
C -0.146 -4.604 3.844 -0.39
H -1.468 -3.212 2.932 0.20
H -2.254 -4.669 3.815 0.19
H 0.707 -4.000 3.512 0.19
H 0.061 -5.468 4.486 0.20
C 0.526 4.618 -3.100 -0.39
C 0.931 4.040 -4.253 -0.39
H 0.812 5.664 -2.942 0.19
H -0.085 4.134 -2.329 0.20
H 1.542 4.635 -4.943 0.19
H 0.721 3.000 -4.526 0.20
```

Computed properties:
ΔE to the lowest compared entry with this formula, charge and spin = 34.73 kcal per mole
Kohn-Sham gap = 11.5 eV
SMILES = C=C.C=C
Net charge = 0
HOMO = -10.10 eV
Calculated total energy = -4275.68729 eV

What did the first record say?
# C9H16CsN4O4Te

A molecular structure, C9H16CsN4O4Te (ωB97M-V/def2-TZVPD, the OMol25 dataset).

The geometry in XYZ format:
```
35
Properties=species:S:1:pos:R:3:lowdin_charge:R:1
Cs 1.276 1.754 -2.141 1.40
O 5.093 2.666 -3.322 -0.01
C 3.998 2.801 -2.787 -0.68
O 3.574 2.182 -1.728 -0.49
C 2.939 3.807 -3.466 -0.71
O 3.235 4.319 -4.542 -0.02
O 1.835 3.955 -2.818 -0.47
C 0.446 3.912 3.811 -0.52
Te 0.698 3.196 1.841 1.07
C 2.753 3.686 1.729 -0.45
H 0.716 4.966 3.839 -0.01
H 1.070 3.339 4.494 -0.01
H -0.602 3.798 4.085 -0.02
H 3.285 3.190 2.537 0.00
H 2.860 4.766 1.786 0.00
H 3.116 3.332 0.761 -0.01
C -3.185 -2.840 1.183 -0.07
C -2.432 -3.843 0.313 -0.42
C -1.056 -4.188 0.878 -0.07
C -2.411 -3.493 -1.168 -0.10
N -1.663 -2.276 -1.544 -0.10
C -1.010 -1.339 -0.865 -0.15
N -0.514 -0.465 -1.710 -0.13
N -0.897 -0.903 -2.941 -0.02
N -1.583 -1.979 -2.838 0.04
H -3.318 -3.244 2.188 0.08
H -4.175 -2.623 0.777 0.08
H -2.661 -1.889 1.292 0.07
H -3.019 -4.768 0.321 0.13
H -0.399 -3.321 0.961 0.07
H -0.543 -4.927 0.259 0.08
H -1.156 -4.607 1.881 0.08
H -3.425 -3.357 -1.538 0.12
H -1.959 -4.306 -1.731 0.12
H -0.886 -1.303 0.203 0.12
```

Computed properties:
ΔE to the lowest compared entry with this formula, charge and spin = 52.53 kcal per mole
Kohn-Sham gap = 5.2 eV
Net charge = -1
HOMO = -3.54 eV
Calculated total energy = -31583.26057 eV

calculated total energy of number 3 (C18H24N6O2S)? -42927.30528 eV

Which value of net charge does entry 3 give? 0